16
Properties=species:S:1:pos:R:3:nbo_charge:R:1 method="wB97M-V/def2-TZVPD" e_above_lowest_kj_mol=514.8 energy_ha=-458.037073 gap_ha=0.3493 homo_energy_ev=-9.3
O 0.4586 1.6718 1.0323 -0.58
O 0.3525 0.7182 -2.6856 -0.70
O -0.9927 2.0897 -0.6150 -0.68
O 0.6761 -2.3194 -0.5349 -0.64
C 0.4011 -1.1404 -1.0249 0.24
C -0.4207 -1.0530 2.2025 -0.90
C 0.2596 1.9103 -0.1369 0.64
C 0.5415 -0.1001 -1.6426 0.10
H -0.9775 2.2172 -1.5731 0.49
H -1.2926 -1.5447 1.7828 0.20
H 0.2228 -2.4293 0.3202 0.51
H 0.4019 -1.7579 2.2983 0.20
H -0.6704 -0.6912 3.1944 0.23
H -0.1218 -0.1540 1.6233 0.26
H 1.0451 2.3657 -0.7717 0.12
H 0.1165 0.2173 -3.4689 0.50

11
Properties=species:S:1:pos:R:3:nbo_charge:R:1 method="wB97M-V/def2-TZVPD" e_above_lowest_kj_mol=8.6 energy_ha=-766.739183 total_charge=+2 gap_ha=0.1991 homo_energy_ev=-17.6
Sn 3.8683 -1.7480 -0.9006 1.84
S 0.0707 -0.5834 -0.6523 1.20
O 1.5567 -0.3244 -0.5656 -1.08
C -0.6996 1.1335 -0.8106 -0.77
C -0.4721 -0.7242 1.0956 -0.79
H 0.0224 1.7258 -0.2484 0.25
H -0.8649 1.6012 -1.7812 0.28
H -1.5441 -0.5315 1.1377 0.28
H 0.1786 -0.0186 1.6121 0.25
H -0.4127 -1.7328 1.5048 0.26
H -1.7035 1.2025 -0.3916 0.27

10
Properties=species:S:1:pos:R:3:nbo_charge:R:1 method="wB97M-V/def2-TZVPD" e_above_lowest_kj_mol=372.1 energy_ha=-247.165522 gap_ha=0.3679 homo_energy_ev=-8.9
O 1.3884 0.6376 0.7296 -0.52
N -0.3908 1.3135 -0.6485 -0.57
C -0.6385 -1.1258 0.4301 -0.65
C -0.0567 0.1943 0.1419 0.33
C 1.0106 0.7594 -0.5978 0.16
H -0.9554 -1.6097 -0.4987 0.24
H 1.5519 0.4477 -1.4801 0.20
H -1.5163 -1.0189 1.0740 0.22
H -0.4745 2.1680 -0.0928 0.35
H 0.0812 -1.7661 0.9422 0.25

19
Properties=species:S:1:pos:R:3:nbo_charge:R:1 method="wB97M-V/def2-TZVPD" e_above_lowest_kj_mol=311.4 energy_ha=-1068.981996 gap_ha=0.3375 homo_energy_ev=-8.6
S 1.3612 -2.3277 -0.1675 0.03
S 1.1719 0.7381 1.5395 0.39
C 0.2082 1.7821 -0.6395 -0.37
C -0.1447 -1.3946 -0.2417 -0.05
C 1.2977 2.4379 1.2921 -0.43
C 0.3906 0.6133 0.0015 -0.17
C -0.6848 -1.1066 -1.6131 -0.67
C -1.1713 -1.6333 0.8417 -0.68
C 0.7386 2.8003 0.1356 -0.25
H -2.1036 -0.9733 0.7828 0.23
H 1.6923 -2.0978 1.1739 0.14
H 0.6164 3.7763 -0.3223 0.22
H -0.2633 1.7320 -1.5596 0.23
H -0.6205 -1.4991 1.8273 0.23
H -1.0483 -2.1445 -1.9771 0.20
H 1.6977 3.2179 1.9176 0.24
H 0.1959 -0.8182 -2.2392 0.24
H -1.7316 -2.6391 0.7642 0.23
H -1.6022 -0.4637 -1.5161 0.24